A single C3H6N2 molecule. Source: the OMol25 dataset; level of theory: ωB97M-V/def2-TZVPD.

The SMILES is [H]/N=C(\N)C=C. The orbital gap comes out at 0.3781 Ha.

Structure (XYZ):
```
11
Properties=species:S:1:pos:R:3:forces:R:3
H 1.9497 1.1953 -0.3424 -0.3444 -1.1500 -0.1267
C 0.7369 -0.5500 0.2264 1.9289 1.0723 -0.5759
N -1.6556 -0.5488 -0.1367 1.0792 0.3810 0.0359
N -0.4544 1.4842 0.1888 -2.0055 3.7597 -1.3394
H -2.6148 -0.2636 -0.2065 0.1634 0.5266 0.1788
C -0.5294 0.2511 0.1380 -0.8662 -2.9155 -0.4428
H 0.6615 -1.6290 0.5493 0.4246 1.3126 -0.5562
C 1.9018 0.0976 -0.1661 -0.9123 -2.0114 1.8301
H -1.3521 1.9537 -0.2164 1.7701 -1.0206 1.3742
H 2.8678 -0.4769 -0.0693 -1.1141 0.7683 -0.3473
H -1.5114 -1.5134 0.0349 -0.1235 -0.7230 -0.0306
```
Forces are in eV/Å.

Just the Mulliken charges please, in e? Sure, here they are: H 0.31; C -0.29; N -0.42; N -0.61; H 0.18; C 0.64; H 0.22; C -0.65; H 0.21; H 0.24; H 0.17

=====

A single C11H21NO3 molecule. Source: the OMol25 dataset; level of theory: ωB97M-V/def2-TZVPD.

The SMILES is CCCCCCCOC[C@H](OC)OC#N. The orbital gap comes out at 0.3842 Ha.

Structure (XYZ):
```
36
Properties=species:S:1:pos:R:3:forces:R:3
H 1.3303 -0.8960 2.1478 -1.3611 -0.2898 -1.2148
O 1.7276 -2.5654 -3.2162 -2.6659 0.6786 0.2979
C 0.5094 -3.5629 -1.2702 1.3195 -0.6940 0.4228
H -0.7339 0.6258 0.2122 1.6758 -0.6733 0.4310
H 1.8788 2.0284 0.9931 -1.3493 -0.7461 0.7674
H 1.3030 -4.4059 -1.1589 -1.3235 1.2767 -0.5279
N -1.9545 -1.0885 -1.5329 2.1587 -4.8554 -3.8682
C 0.4695 -3.2072 -2.8322 1.9435 -2.0030 0.5946
C -2.0212 4.4955 2.1342 0.7251 -0.7771 0.4444
H 1.0622 0.2565 -0.2998 -1.5008 0.0432 1.3231
O 1.0293 -2.4722 -0.4296 -2.3382 -0.6859 -0.2920
C -1.4666 -1.9137 -2.2839 0.2823 3.6794 0.7261
H -2.3579 4.4903 1.0368 0.2294 0.0724 1.7305
H 0.4007 -3.1572 1.4810 -0.3827 1.1679 -1.1608
C 1.5965 -1.1225 -3.2405 0.8787 1.8615 -0.1628
O -0.7118 -2.5161 -3.3088 -1.8573 1.1473 3.2563
H -2.9011 4.5599 2.8748 1.2999 0.2036 -1.3476
H 1.2638 -0.6679 -2.2312 0.2867 -0.9891 -1.6173
H -1.8793 2.2088 2.4715 1.0341 1.3606 0.0919
H -0.5008 -0.8336 2.2841 1.3478 -0.3147 -1.2731
H 0.9827 1.4008 2.5109 -0.2119 0.7350 -1.4265
H -0.6008 3.2749 3.4164 -1.0208 -0.5430 -1.5780
C 0.3640 -0.9256 1.5142 -0.1480 0.4604 -0.1431
H -1.2774 5.3747 2.2770 -1.4607 -1.3520 -0.1781
H -0.4623 -4.0185 -0.8511 1.2025 0.9793 -0.8654
C 0.3283 0.3877 0.5872 0.7247 0.5005 0.3620
H 0.9356 -0.7286 -4.1094 0.8985 -0.9030 1.5369
H -0.7075 2.8658 0.1986 1.0405 0.2857 1.6402
C -1.1878 3.1249 2.4294 0.3101 1.0383 -1.1440
H 2.6485 -0.6849 -3.4407 -1.6157 -1.0054 0.3266
H 0.4937 -4.2248 -3.3913 -0.2335 1.8071 0.8475
C 0.8613 1.6991 1.4123 -0.4605 0.0717 -0.9839
C -0.1323 2.9724 1.1996 0.2235 -0.3874 1.3209
H -0.9562 -2.4006 0.4841 1.6013 0.1811 -0.1021
C 0.1588 -2.3121 0.7235 -0.1320 0.1843 2.0270
H 0.5075 3.9386 1.2082 -1.1204 -1.5155 -0.2617
```
Forces are in eV/Å.

Just the Mulliken charges please, in e? Sure, here they are: H 0.37; O -0.33; C -0.69; H 0.23; H 0.30; H 0.36; N -0.51; C 0.15; C -0.95; H -0.37; O -0.30; C 0.63; H 0.28; H 0.25; C -0.02; O -0.33; H 0.31; H -0.20; H 0.26; H 0.23; H 0.38; H 0.26; C -0.84; H 0.25; H 0.39; C 0.26; H 0.24; H 0.30; C -0.39; H 0.27; H 0.26; C -0.66; C -0.72; H 0.35; C -0.38; H 0.38

=====

2 unconnected molecules or ions with the total composition C3H10OS. Source: the OMol25 dataset; level of theory: ωB97M-V/def2-TZVPD.

The total charge is +1. The spin multiplicity is 2. The orbital gap (spin up / spin down) comes out at 0.2755 / 0.0844 Ha. As for the expectation value of S²: 0.753.

Structure (XYZ):
```
15
Properties=species:S:1:pos:R:3:forces:R:3
O 1.0614 0.1636 4.3028 1.0781 -0.6724 0.2640
H 2.1032 -0.3234 6.0341 0.0616 -0.0156 -0.0305
S -1.5256 1.4709 -4.4548 -0.9595 0.2465 0.2573
H 1.0625 -2.4221 4.5076 -0.0692 0.1654 0.7249
C 2.0799 -2.0595 4.7256 -0.7818 -0.7068 -1.5799
C 2.1163 -0.5660 4.9680 0.6886 0.5209 -0.2574
H 2.5255 -2.2973 3.7508 0.3823 0.1760 0.2165
C -2.2595 -0.1449 -4.8877 2.0648 0.9108 0.0155
H -1.4865 -0.6118 -5.4901 -0.3697 -0.3745 -0.2593
H -2.2607 -0.6252 -3.9054 -0.7937 -0.2402 -0.0902
H 3.0391 -0.1985 4.5183 0.0300 0.2528 0.3467
H 2.5383 -2.7166 5.4571 0.0478 0.2816 0.3086
H -3.1764 0.0655 -5.4255 -0.3809 -0.2665 0.3327
H -0.3007 1.3904 -4.9742 0.4431 -0.2725 -0.2459
H 0.3254 -0.3107 4.6567 -1.4414 -0.0056 -0.0030
```
Forces are in eV/Å.

Just the Mulliken charges please, in e? Sure, here they are: O -0.50; H 0.26; S 0.33; H 0.28; C -0.90; C -0.24; H 0.25; C -0.66; H 0.33; H 0.36; H 0.25; H 0.30; H 0.34; H 0.30; H 0.30

=====

It is found that the relative energy (zero: lowest compared OMol25 entry of this formula, charge and spin) values, taken in the order of the records, are 129.7, 416.8, 170.8 kJ/mol.